# 1
Formula: C16H10N5O3Pd
Source: OMol25
Level of theory: ωB97M-V/def2-TZVPD

```
! wB97M-V def2-TZVPD RIJCOSX def2/J DEFGRID3
* xyz -1 3
Pd 0.40 0.43 2.09
O 0.15 -1.14 -3.05
C 1.34 -1.67 -2.72
C 1.86 -2.67 -3.55
C 3.13 -3.15 -3.33
C 3.85 -2.77 -2.19
C 3.35 -1.77 -1.35
C 2.07 -1.29 -1.57
C 1.51 -0.38 -0.53
O 2.00 -0.32 0.64
N 0.40 0.23 -0.92
N -0.21 0.95 0.07
C -1.19 1.69 -0.23
C -1.90 2.50 0.73
C -2.97 3.24 0.19
C -3.69 4.09 0.99
C -3.35 4.27 2.31
C -2.35 3.52 2.87
C -1.60 2.60 2.11
O -0.69 1.92 2.82
H -0.04 -0.44 -2.34
H 1.27 -3.03 -4.37
H 3.53 -3.85 -4.03
H 4.87 -3.12 -2.06
H 3.86 -1.38 -0.49
H -1.49 1.78 -1.28
H -3.16 3.21 -0.87
H -4.43 4.70 0.51
H -3.89 5.03 2.88
H -2.14 3.66 3.90
N 0.82 -1.37 2.82
C 0.54 -2.44 2.45
N 0.35 -3.65 2.05
C -0.68 -4.33 2.56
N -1.52 -5.06 2.90
*
```

Values from the calculation:
Relative energy (zero: lowest compared OMol25 entry of this formula, charge and spin) (kcal/mol): 0.00
Orbital gap (alpha / beta) (eV): 7.865 / 6.716

In the Löwdin picture, each atom carries the following charge in e: atom 1 (Pd): 1.050, atom 2 (O): 0.028, atom 3 (C): -0.271, atom 4 (C): -0.030, atom 5 (C): -0.103, atom 6 (C): -0.093, atom 7 (C): -0.024, atom 8 (C): -0.088, atom 9 (C): -0.437, atom 10 (O): -0.123, atom 11 (N): 0.013, atom 12 (N): -0.078, atom 13 (C): -0.085, atom 14 (C): -0.152, atom 15 (C): -0.056, atom 16 (C): -0.127, atom 17 (C): -0.104, atom 18 (C): -0.026, atom 19 (C): -0.330, atom 20 (O): -0.254, atom 21 (H): 0.060, atom 22 (H): 0.106, atom 23 (H): 0.089, atom 24 (H): 0.087, atom 25 (H): 0.105, atom 26 (H): 0.130, atom 27 (H): 0.100, atom 28 (H): 0.087, atom 29 (H): 0.099, atom 30 (H): 0.101, atom 31 (N): -0.032, atom 32 (C): -0.359, atom 33 (N): 0.064, atom 34 (C): -0.415, atom 35 (N): 0.066

# 2
Formula: C16H11AuF5NO4STe
Source: OMol25
Level of theory: ωB97M-V/def2-TZVPD

```
! wB97M-V def2-TZVPD RIJCOSX def2/J DEFGRID3
* xyz 0 1
Au -2.63 0.33 -0.51
F -4.13 -0.88 5.65
C -3.72 -0.12 4.63
C -2.43 -0.25 4.12
F -1.58 -1.12 4.66
C -2.05 0.54 3.05
F -0.79 0.40 2.55
C -2.92 1.43 2.42
S -2.45 2.25 0.96
C -4.19 1.59 2.99
F -5.03 2.48 2.47
C -4.59 0.83 4.09
F -5.80 0.99 4.61
C 2.20 -0.46 0.81
Te 0.43 0.48 -0.04
C 1.28 -0.30 -1.84
C 2.74 -0.53 -1.61
C 3.62 -0.69 -2.67
C 4.97 -0.92 -2.42
C 5.42 -0.99 -1.12
C 4.54 -0.84 -0.06
C 3.19 -0.61 -0.30
H 1.90 -1.46 1.16
H 2.61 0.09 1.65
H 1.10 0.42 -2.64
H 0.76 -1.23 -2.07
H 3.27 -0.61 -3.69
H 5.66 -1.04 -3.24
H 6.47 -1.17 -0.92
H 4.91 -0.89 0.95
O -0.49 -1.54 0.25
N -1.40 -1.81 1.10
O -2.53 -1.27 1.01
C -0.94 1.06 -4.32
C -1.51 0.89 -2.94
O -0.95 1.46 -1.97
O -2.53 0.18 -2.78
H -0.21 1.87 -4.33
H -1.74 1.28 -5.02
H -0.46 0.14 -4.63
*
```

Values from the calculation:
Orbital gap (alpha / beta) (eV): 4.495 / 4.500

In the Löwdin picture, each atom carries the following charge in e: atom 1 (Au): 0.629, atom 2 (F): 0.124, atom 3 (C): -0.135, atom 4 (C): -0.154, atom 5 (F): 0.117, atom 6 (C): -0.274, atom 7 (F): -0.047, atom 8 (C): -0.576, atom 9 (S): 0.581, atom 10 (C): -0.242, atom 11 (F): 0.090, atom 12 (C): -0.137, atom 13 (F): 0.122, atom 14 (C): -0.303, atom 15 (Te): 1.945, atom 16 (C): -0.285, atom 17 (C): -0.273, atom 18 (C): -0.029, atom 19 (C): -0.072, atom 20 (C): -0.072, atom 21 (C): -0.032, atom 22 (C): -0.285, atom 23 (H): 0.081, atom 24 (H): 0.074, atom 25 (H): 0.059, atom 26 (H): 0.102, atom 27 (H): 0.119, atom 28 (H): 0.107, atom 29 (H): 0.106, atom 30 (H): 0.117, atom 31 (O): -0.314, atom 32 (N): -0.121, atom 33 (O): -0.135, atom 34 (C): -0.001, atom 35 (C): -0.750, atom 36 (O): -0.307, atom 37 (O): -0.080, atom 38 (H): 0.081, atom 39 (H): 0.086, atom 40 (H): 0.083

# 3
Formula: C16H11Cl3N5O2Pd
Source: OMol25
Level of theory: ωB97M-V/def2-TZVPD

```
! wB97M-V def2-TZVPD RIJCOSX def2/J DEFGRID3
* xyz 3 5
Pd -1.06 -0.28 -1.38
N 3.44 -0.76 -1.10
C 2.19 -0.82 -1.55
N 1.15 -0.82 -0.76
C 1.31 -0.77 0.61
N 0.24 -0.79 1.39
N -0.94 -0.79 0.85
C -2.09 -0.82 1.43
C -3.28 -0.79 0.61
C -4.57 -0.70 1.14
C -5.65 -0.63 0.26
C -5.43 -0.69 -1.10
C -4.11 -0.81 -1.57
N -3.08 -0.84 -0.73
C 2.63 -0.71 1.16
C 2.92 -0.67 2.53
C 4.23 -0.64 2.96
C 5.30 -0.64 2.05
C 5.05 -0.65 0.69
C 3.73 -0.70 0.23
H 4.22 -0.76 -1.76
H 2.03 -0.88 -2.63
H -2.19 -0.87 2.52
H -4.73 -0.68 2.21
H -6.66 -0.54 0.65
H -6.24 -0.66 -1.81
H -3.91 -0.89 -2.63
H 2.10 -0.68 3.23
H 4.44 -0.60 4.02
H 6.31 -0.63 2.41
H 5.87 -0.63 -0.02
Cl 0.65 3.94 -3.56
C -0.36 3.77 -2.12
Cl 0.47 4.31 -0.65
Cl -1.93 4.56 -2.32
C -0.63 2.22 -1.83
O -0.01 1.39 -2.50
O -1.42 1.94 -0.92
*
```

Values from the calculation:
Orbital gap (alpha / beta) (eV): 7.316 / 4.929

In the Löwdin picture, each atom carries the following charge in e: atom 1 (Pd): 1.200, atom 2 (N): 0.206, atom 3 (C): -0.056, atom 4 (N): 0.086, atom 5 (C): -0.197, atom 6 (N): 0.179, atom 7 (N): -0.006, atom 8 (C): 0.072, atom 9 (C): -0.223, atom 10 (C): 0.081, atom 11 (C): 0.042, atom 12 (C): 0.057, atom 13 (C): -0.047, atom 14 (N): -0.001, atom 15 (C): -0.032, atom 16 (C): 0.039, atom 17 (C): 0.042, atom 18 (C): 0.049, atom 19 (C): 0.053, atom 20 (C): -0.104, atom 21 (H): 0.208, atom 22 (H): 0.170, atom 23 (H): 0.173, atom 24 (H): 0.147, atom 25 (H): 0.147, atom 26 (H): 0.144, atom 27 (H): 0.143, atom 28 (H): 0.133, atom 29 (H): 0.143, atom 30 (H): 0.148, atom 31 (H): 0.144, atom 32 (Cl): 0.717, atom 33 (C): -1.510, atom 34 (Cl): 0.684, atom 35 (Cl): 0.704, atom 36 (C): -0.790, atom 37 (O): 0.005, atom 38 (O): 0.050

# 4
Formula: C16H11F9O6PS
Source: OMol25
Level of theory: ωB97M-V/def2-TZVPD

```
! wB97M-V def2-TZVPD RIJCOSX def2/J DEFGRID3
* xyz 1 1
O 2.72 2.12 -1.93
S 2.76 2.40 -0.54
O 1.51 2.30 0.15
P 4.06 1.00 0.54
C 3.40 4.15 -0.18
F 3.84 4.12 1.08
F 2.31 4.90 -0.29
C 4.50 4.60 -1.17
F 3.96 5.29 -2.16
F 5.09 3.50 -1.66
C 5.64 5.47 -0.53
F 6.47 4.69 0.17
F 6.33 5.94 -1.58
C 5.18 6.70 0.32
F 6.08 7.67 0.16
F 5.13 6.38 1.61
F 4.00 7.13 -0.10
H 3.27 0.37 1.51
H 5.09 1.66 1.22
H 4.54 0.03 -0.35
C -2.31 0.95 0.30
C -1.18 0.57 -0.29
C -1.01 -0.80 -0.81
O 0.04 -1.14 -1.34
C -2.14 -1.75 -0.66
C -3.27 -1.38 -0.07
C -3.45 0.00 0.46
O -4.47 0.35 1.00
H -2.46 1.95 0.69
H -0.34 1.23 -0.42
H -1.99 -2.75 -1.04
H -4.11 -2.05 0.06
C -5.20 -7.07 1.66
C -4.36 -6.04 1.77
C -4.03 -5.19 0.60
O -3.27 -4.25 0.70
C -4.67 -5.53 -0.69
C -5.50 -6.56 -0.80
C -5.84 -7.41 0.37
O -6.60 -8.34 0.27
H -5.45 -7.70 2.50
H -3.89 -5.77 2.71
H -4.41 -4.89 -1.53
H -5.98 -6.82 -1.74
*
```

Values from the calculation:
Orbital gap (eV): 6.182

In the Löwdin picture, each atom carries the following charge in e: atom 1 (O): -0.232, atom 2 (S): 0.586, atom 3 (O): -0.284, atom 4 (P): 1.060, atom 5 (C): -0.490, atom 6 (F): 0.126, atom 7 (F): 0.190, atom 8 (C): -0.390, atom 9 (F): 0.205, atom 10 (F): 0.135, atom 11 (C): -0.355, atom 12 (F): 0.172, atom 13 (F): 0.187, atom 14 (C): -0.543, atom 15 (F): 0.204, atom 16 (F): 0.190, atom 17 (F): 0.204, atom 18 (H): 0.015, atom 19 (H): 0.005, atom 20 (H): 0.019, atom 21 (C): 0.032, atom 22 (C): 0.008, atom 23 (C): -0.383, atom 24 (O): 0.080, atom 25 (C): 0.017, atom 26 (C): 0.024, atom 27 (C): -0.375, atom 28 (O): 0.122, atom 29 (H): 0.124, atom 30 (H): 0.078, atom 31 (H): 0.114, atom 32 (H): 0.110, atom 33 (C): 0.029, atom 34 (C): 0.022, atom 35 (C): -0.371, atom 36 (O): 0.077, atom 37 (C): 0.020, atom 38 (C): 0.029, atom 39 (C): -0.382, atom 40 (O): 0.124, atom 41 (H): 0.125, atom 42 (H): 0.122, atom 43 (H): 0.121, atom 44 (H): 0.126

# 5
Formula: C16H11FIrN3O5
Source: OMol25
Level of theory: ωB97M-V/def2-TZVPD

```
! wB97M-V def2-TZVPD RIJCOSX def2/J DEFGRID3
* xyz 1 2
Ir 0.02 0.18 -1.36
O 0.08 0.14 5.03
C 0.04 0.16 3.71
C -1.17 0.18 2.99
C -1.10 0.16 1.61
N 0.04 0.13 0.95
C 1.18 0.15 1.61
C 1.24 0.18 2.98
C 2.47 0.25 0.68
O 3.53 0.24 1.25
O 2.17 0.35 -0.53
C -2.39 0.32 0.71
O -3.45 0.26 1.28
O -2.10 0.51 -0.49
H -0.80 0.10 5.44
H -2.14 0.21 3.47
H 2.20 0.22 3.48
N -0.10 4.35 -1.00
C 0.20 4.47 -2.33
C 0.24 3.20 -2.82
N -0.03 2.33 -1.81
C -0.23 3.05 -0.73
H -0.19 5.11 -0.34
H 0.37 5.42 -2.80
H 0.44 2.87 -3.82
H -0.49 2.67 0.24
F 0.10 -5.68 -0.74
C 0.05 -4.43 -1.19
C -1.18 -3.77 -1.21
C -1.24 -2.47 -1.67
C -0.05 -1.82 -2.03
C 1.15 -2.52 -2.10
C 1.21 -3.83 -1.66
H -2.07 -4.29 -0.89
H -2.19 -1.96 -1.72
H 2.05 -2.05 -2.49
H 2.12 -4.39 -1.69
*
```

Values from the calculation:
Orbital gap (alpha / beta) (eV): 5.927 / 5.841

In the Löwdin picture, each atom carries the following charge in e: atom 1 (Ir): 1.543, atom 2 (O): 0.137, atom 3 (C): -0.265, atom 4 (C): 0.089, atom 5 (C): -0.159, atom 6 (N): 0.059, atom 7 (C): -0.139, atom 8 (C): 0.103, atom 9 (C): -0.617, atom 10 (O): 0.116, atom 11 (O): -0.104, atom 12 (C): -0.625, atom 13 (O): 0.113, atom 14 (O): -0.109, atom 15 (H): 0.143, atom 16 (H): 0.139, atom 17 (H): 0.145, atom 18 (N): 0.105, atom 19 (C): -0.044, atom 20 (C): -0.089, atom 21 (N): -0.085, atom 22 (C): -0.160, atom 23 (H): 0.178, atom 24 (H): 0.130, atom 25 (H): 0.120, atom 26 (H): 0.129, atom 27 (F): 0.135, atom 28 (C): -0.222, atom 29 (C): 0.035, atom 30 (C): -0.066, atom 31 (C): -0.231, atom 32 (C): -0.059, atom 33 (C): 0.037, atom 34 (H): 0.137, atom 35 (H): 0.119, atom 36 (H): 0.123, atom 37 (H): 0.137

# 6
Formula: C16H12N2O5PdSSe2Te2
Source: OMol25
Level of theory: ωB97M-V/def2-TZVPD

```
! wB97M-V def2-TZVPD RIJCOSX def2/J DEFGRID3
* xyz -2 3
Pd -0.28 0.70 1.02
Se -1.18 -1.84 1.25
Te -2.70 0.07 1.20
Te -1.69 2.84 0.32
Se -0.41 1.75 -1.52
O 1.96 2.29 4.25
C 1.45 1.66 3.31
O 0.25 1.28 3.18
C 2.41 1.25 2.18
C 3.80 1.45 2.35
C 4.66 1.00 1.39
C 4.16 0.32 0.26
C 4.99 -0.22 -0.75
C 4.45 -0.91 -1.79
C 3.06 -1.09 -1.88
C 2.22 -0.56 -0.94
C 2.76 0.17 0.15
N 1.93 0.67 1.11
H 4.12 1.95 3.25
H 5.73 1.14 1.49
H 6.07 -0.09 -0.66
H 5.09 -1.34 -2.56
H 2.63 -1.66 -2.71
H 1.15 -0.71 -1.00
N -0.82 -1.70 -2.40
C -0.15 -2.36 -3.41
C 0.36 -1.66 -4.50
C 1.07 -2.31 -5.50
C 1.29 -3.68 -5.44
C 0.78 -4.38 -4.35
C 0.08 -3.74 -3.35
S 2.18 -4.55 -6.72
O 1.22 -5.52 -7.24
O 3.31 -5.17 -6.04
O 2.55 -3.52 -7.68
H -1.01 -0.72 -2.46
H -1.30 -2.21 -1.68
H 0.20 -0.58 -4.56
H 1.47 -1.77 -6.35
H 0.95 -5.45 -4.29
H -0.30 -4.30 -2.50
*
```

Values from the calculation:
Relative energy (zero: lowest compared OMol25 entry of this formula, charge and spin) (kcal/mol): 12.09
Orbital gap (alpha / beta) (eV): 5.777 / 4.813

In the Löwdin picture, each atom carries the following charge in e: atom 1 (Pd): -0.037, atom 2 (Se): -0.105, atom 3 (Te): 0.287, atom 4 (Te): 0.156, atom 5 (Se): -0.210, atom 6 (O): -0.015, atom 7 (C): -0.649, atom 8 (O): -0.144, atom 9 (C): -0.162, atom 10 (C): -0.002, atom 11 (C): -0.015, atom 12 (C): -0.162, atom 13 (C): -0.051, atom 14 (C): -0.074, atom 15 (C): -0.044, atom 16 (C): -0.045, atom 17 (C): -0.200, atom 18 (N): 0.065, atom 19 (H): 0.108, atom 20 (H): 0.109, atom 21 (H): 0.103, atom 22 (H): 0.104, atom 23 (H): 0.102, atom 24 (H): 0.035, atom 25 (N): 0.089, atom 26 (C): -0.349, atom 27 (C): -0.054, atom 28 (C): -0.074, atom 29 (C): -0.289, atom 30 (C): -0.075, atom 31 (C): -0.046, atom 32 (S): 0.390, atom 33 (O): -0.389, atom 34 (O): -0.389, atom 35 (O): -0.393, atom 36 (H): -0.017, atom 37 (H): 0.026, atom 38 (H): 0.103, atom 39 (H): 0.101, atom 40 (H): 0.111, atom 41 (H): 0.100

# 7
Formula: C16H12N4NaO5S
Source: OMol25
Level of theory: ωB97M-V/def2-TZVPD

```
! wB97M-V def2-TZVPD RIJCOSX def2/J DEFGRID3
* xyz -1 1
Na -1.07 -1.39 1.32
N -3.58 1.26 1.01
C -3.26 1.96 -0.11
C -3.70 3.25 -0.33
C -3.34 3.97 -1.48
C -2.54 3.41 -2.44
C -2.07 2.09 -2.26
C -1.25 1.44 -3.21
C -0.84 0.16 -2.98
C -1.25 -0.49 -1.79
N -1.99 0.08 -0.88
C -2.42 1.36 -1.10
H -4.27 1.64 1.64
H -3.40 0.27 1.11
H -4.34 3.73 0.41
H -3.70 4.98 -1.60
H -2.26 3.96 -3.33
H -0.96 1.97 -4.11
H -0.21 -0.38 -3.68
H -0.91 -1.50 -1.60
O 0.16 -2.80 -0.07
C 1.36 -2.91 0.11
C 2.30 -1.98 0.69
C 3.62 -2.43 0.73
C 4.64 -1.64 1.23
C 4.35 -0.34 1.72
C 3.08 0.12 1.69
C 1.96 -0.65 1.18
O 0.81 -0.16 1.19
N 5.98 -2.15 1.25
O 6.87 -1.42 1.69
O 6.20 -3.27 0.82
H 1.85 -3.85 -0.21
H 3.86 -3.42 0.37
H 5.16 0.26 2.11
H 2.85 1.12 2.06
O -1.42 -2.64 3.24
S -2.86 -2.26 3.29
N -3.42 -1.34 2.29
*
```

Values from the calculation:
Orbital gap (eV): 7.474

In the Löwdin picture, each atom carries the following charge in e: atom 1 (Na): 0.307, atom 2 (N): 0.127, atom 3 (C): -0.255, atom 4 (C): -0.051, atom 5 (C): -0.111, atom 6 (C): -0.079, atom 7 (C): -0.167, atom 8 (C): -0.025, atom 9 (C): -0.051, atom 10 (C): -0.119, atom 11 (N): 0.136, atom 12 (C): -0.148, atom 13 (H): 0.094, atom 14 (H): -0.001, atom 15 (H): 0.100, atom 16 (H): 0.095, atom 17 (H): 0.098, atom 18 (H): 0.110, atom 19 (H): 0.100, atom 20 (H): 0.091, atom 21 (O): -0.017, atom 22 (C): -0.204, atom 23 (C): -0.107, atom 24 (C): 0.027, atom 25 (C): -0.181, atom 26 (C): -0.013, atom 27 (C): -0.003, atom 28 (C): -0.363, atom 29 (O): -0.032, atom 30 (N): -0.377, atom 31 (O): 0.029, atom 32 (O): 0.027, atom 33 (H): 0.121, atom 34 (H): 0.118, atom 35 (H): 0.110, atom 36 (H): 0.110, atom 37 (O): -0.635, atom 38 (S): 0.612, atom 39 (N): -0.476

no.,DFT total energy (eV)
1,-33827.171
2,-61852.301
3,-69330.298
4,-73623.865
5,-37024.175
6,-189603.488
7,-48237.873